(1)
Formula: H30O15
Source: the Open Molecules 2025 dataset
Level of theory: wB97M-V/def2-TZVPD

Summary:
Energy relative to the best compared isomer or geometry (same formula, charge and spin) (kcal/mol): 169.0
Frontier orbital gap (Ha): 0.332
HOMO (Eh): -0.3281
LUMO energy (eV): 0.110
Calculated total energy (a.u.): -1146.37068

Geometry as ORCA input:
```
! RIJCOSX wB97M-V def2-TZVPD def2/J DEFGRID3
* xyz 0 1
H -1.12559 -0.81143 -0.47820
H -0.09594 -0.52939 0.49465
H 2.08105 1.56259 3.62166
H 0.79049 2.09258 4.12183
H 0.22880 3.90026 1.61555
H 1.39324 4.81551 1.11050
H 0.92949 3.91073 -0.73912
H 1.89522 2.95006 -1.35048
H -2.28290 -1.15237 -2.14865
H -1.18445 -1.80945 -2.83073
H 1.57890 -0.89882 4.59833
H 3.05011 -0.74203 5.05830
H 3.02201 0.40719 0.25094
H 1.79998 1.28512 0.35743
H -2.10109 2.91421 -1.60172
H -3.11376 3.83385 -0.92447
H -2.03336 1.44753 -4.25349
H -3.24131 2.37879 -4.53406
H 1.83383 -3.63458 2.96259
H 2.49633 -4.09382 1.72150
H 3.49351 -2.19568 2.58719
H 3.96660 -3.48939 3.26004
H -5.43777 -0.05573 -0.99814
H -4.36525 -0.95659 -1.02590
H -0.76206 -5.94200 -2.35949
H -0.22305 -4.87840 -1.45186
H -0.54667 1.63317 0.26773
H -1.36522 1.44904 1.55640
H 0.72551 -2.44343 -4.53626
H -0.23086 -1.24063 -4.58301
O -0.93413 -0.16386 0.15734
O 1.14960 1.35596 3.57149
O 1.09470 3.86978 1.24722
O 1.14732 2.91117 -0.76616
O -1.35694 -1.08681 -2.20302
O 2.22360 -1.22894 5.16534
O 2.42045 0.90858 -0.27202
O -2.62917 3.70241 -1.76837
O -2.92173 1.42485 -4.42559
O 1.82462 -3.46363 2.05052
O 3.27343 -2.80510 3.19407
O -4.55438 -0.08728 -0.66368
O -1.04588 -5.32353 -1.71777
O -1.33593 1.91868 0.70973
O 0.46866 -1.63918 -4.04820
*
```

(2)
Formula: H30O15
Source: the Open Molecules 2025 dataset
Level of theory: wB97M-V/def2-TZVPD

Summary:
Energy relative to the best compared isomer or geometry (same formula, charge and spin) (kcal/mol): 184.4
Frontier orbital gap (Ha): 0.341
HOMO (Eh): -0.3829
LUMO energy (eV): -1.128
Calculated total energy (a.u.): -1146.34619

Geometry as ORCA input:
```
! RIJCOSX wB97M-V def2-TZVPD def2/J DEFGRID3
* xyz 0 1
H 0.04296 0.09723 0.57232
H -1.03291 -0.91655 0.13184
H -0.45503 -0.92247 4.23112
H -0.92552 -1.50541 2.87613
H 0.80789 4.38387 0.19352
H -0.06784 4.35025 1.43772
H -2.31976 2.56050 -0.92878
H -2.51020 4.04277 -1.20583
H 0.97041 1.92871 -3.49010
H 0.32006 1.16459 -2.32854
H -4.67636 -2.11420 -1.71372
H -3.78259 -2.97095 -0.82114
H 4.27901 0.65860 1.64618
H 5.05921 -0.73721 1.34782
H -0.70242 -2.42518 -0.90934
H 0.48590 -2.06750 -1.94928
H 0.21533 -4.58547 0.38475
H -1.09066 -4.18750 0.62648
H 3.96225 0.95248 -0.45874
H 2.63735 1.27601 0.38193
H -3.36428 1.20528 2.67402
H -2.89100 0.26055 1.56121
H 3.82964 -1.30484 -0.39925
H 3.18836 -2.57656 0.04397
H -1.81059 0.15340 -1.57586
H -1.25638 0.05313 -2.98643
H -1.06839 2.64547 1.29926
H -1.46277 2.16483 2.64709
H 2.00655 -0.11543 -1.28401
H 1.93140 -1.33270 -2.40419
O -0.07676 -0.86852 0.35194
O -1.20726 -1.26897 3.72392
O 0.52434 4.97207 0.91515
O -2.77645 3.40412 -0.63329
O 0.24398 1.97772 -2.83278
O -4.51478 -3.04139 -1.53105
O 5.00567 0.01721 1.91510
O -0.00036 -1.74544 -1.18666
O -0.58542 -4.98590 0.60501
O 2.96036 1.16957 -0.47897
O -3.63772 0.49192 2.17815
O 4.04377 -2.20508 -0.06075
O -1.56824 0.65857 -2.31059
O -1.09187 1.82933 1.87389
O 2.36114 -0.54091 -2.12922
*
```

(3)
Formula: H30O15
Source: the Open Molecules 2025 dataset
Level of theory: wB97M-V/def2-TZVPD

Summary:
Energy relative to the best compared isomer or geometry (same formula, charge and spin) (kcal/mol): 150.8
Frontier orbital gap (Ha): 0.386
HOMO (Eh): -0.3970
LUMO energy (eV): -0.300
Calculated total energy (a.u.): -1146.39968

Geometry as ORCA input:
```
! RIJCOSX wB97M-V def2-TZVPD def2/J DEFGRID3
* xyz 0 1
O 0.87921 0.49081 1.30350
H 1.70434 0.76677 0.74527
H 0.40328 1.31043 1.35113
O -3.73605 0.78710 -2.35902
H -3.91521 1.54253 -1.96652
H -2.87136 0.37604 -1.99978
O 1.54370 1.84316 -0.72021
H 2.47914 1.78827 -0.37217
H 1.25592 1.19818 -1.26019
O 0.09204 -1.98101 3.51231
H 0.18719 -2.97274 3.61025
H -0.90503 -1.79564 3.54818
O -2.44292 2.32067 1.62182
H -1.53694 2.81445 1.46654
H -2.17269 1.68679 0.96986
O -0.91533 -0.16778 -3.45478
H -0.59473 -0.85131 -4.14300
H -1.81530 -0.13842 -3.67600
O 0.64692 -2.31381 0.91305
H 0.10301 -1.86058 0.13632
H -0.11186 -2.08534 1.50121
O -2.68374 0.11377 3.54419
H -2.49968 0.58577 2.64429
H -3.55980 0.13602 3.49004
O 4.61462 -0.51570 1.38745
H 4.57248 0.40948 1.17898
H 4.18076 -0.77564 2.27477
O 2.74694 -0.43576 2.93625
H 2.16641 -0.26752 2.34295
H 2.69677 -0.82212 3.77344
O -2.61245 -2.24114 -1.56193
H -1.77379 -2.16723 -1.03011
H -2.15794 -2.38614 -2.48217
O 2.03636 -0.94237 -1.17918
H 3.11645 -0.71674 -0.87585
H 1.89943 -1.72210 -0.63852
O 1.55768 -0.45146 -3.80472
H 1.71678 0.42204 -4.11181
H 2.05762 -0.47220 -2.95794
O -0.76778 -0.27805 -0.52843
H -0.41019 -0.12868 0.34798
H -0.20206 -0.16301 -1.32914
O -1.05133 3.61396 -1.49462
H -1.73752 3.05879 -1.93191
H -1.53848 4.49098 -1.53177
*
```

(4)
Formula: H30O15
Source: the Open Molecules 2025 dataset
Level of theory: wB97M-V/def2-TZVPD

Summary:
Energy relative to the best compared isomer or geometry (same formula, charge and spin) (kcal/mol): 0.0
Frontier orbital gap (spin up / spin down) (Ha): 0.381 / 0.135
HOMO (spin up / spin down) (Eh): -0.4999 / -0.4999
Expectation value of S²: 0.758
LUMO energy (spin up / spin down) (eV): -3.249 / -9.935
Calculated total energy (a.u.): -1146.15584

Geometry as ORCA input:
```
! RIJCOSX wB97M-V def2-TZVPD def2/J DEFGRID3
* xyz 1 2
O -3.36514 -1.87780 -1.21042
H -2.58678 -1.69363 -0.67265
H -3.88938 -2.18799 -0.45734
O -0.19928 1.81302 0.83276
H -0.18865 2.48588 0.13021
H -1.02127 2.23882 1.16356
O -0.80724 -1.27961 -0.25227
H -0.66950 -2.25270 -0.23139
H 0.05879 -0.89267 -0.42917
O 2.70232 0.82894 -3.39809
H 2.38745 1.64490 -2.96847
H 3.62172 1.00884 -3.12384
O 3.24585 2.91763 -1.14740
H 3.53783 2.36135 -0.42055
H 2.30901 3.06358 -0.98162
O 1.01903 -0.31521 -1.83759
H 0.44903 -0.53565 -2.63700
H 0.59534 0.54369 -1.56741
O -3.89969 1.32955 1.19039
H -4.24826 1.22442 2.08735
H -3.97742 0.39856 0.92559
O -0.18006 -3.18690 2.89001
H 0.71385 -3.20461 2.52985
H 0.04534 -2.90650 3.78622
O 1.13507 -3.51187 -0.61987
H 1.49288 -4.24899 -1.10882
H 1.52569 -2.72172 -0.99380
O -1.91172 3.60057 2.61823
H -2.64454 3.09553 3.00947
H -1.29886 3.32616 3.31885
O 0.25614 2.93341 -1.75171
H -0.65411 3.23966 -1.57426
H 0.41533 3.62728 -2.41117
O 0.25647 -0.87455 -4.30944
H 0.11324 -1.82962 -4.23000
H 1.19949 -0.72649 -4.14805
O -3.00233 -1.77848 1.97781
H -2.08069 -1.82274 1.83175
H -3.43102 -2.63775 1.99429
O 1.01049 -0.01168 2.64157
H 0.14345 -0.00272 2.23004
H 1.43711 -0.64530 2.06207
O 3.39366 -0.06408 1.32966
H 4.17111 -0.03777 1.91278
H 2.82027 -0.43472 2.01988
*
```

(5)
Formula: H32O16
Source: the Open Molecules 2025 dataset
Level of theory: wB97M-V/def2-TZVPD

Summary:
Energy relative to the best compared isomer or geometry (same formula, charge and spin) (kcal/mol): 116.8
Frontier orbital gap (Ha): 0.351
HOMO (Eh): -0.3699
LUMO energy (eV): -0.504
Calculated total energy (a.u.): -1223.01261

Geometry as ORCA input:
```
! RIJCOSX wB97M-V def2-TZVPD def2/J DEFGRID3
* xyz 0 1
O -0.30768 -3.14531 -0.37376
H -0.60766 -2.27573 -0.13767
H 0.61019 -2.87659 -0.28189
O -1.15550 3.85782 -0.50681
H -0.82538 2.95847 -0.38386
H -0.34631 4.36340 -0.41965
O 0.08586 -1.98333 -2.76383
H 0.56311 -2.55820 -3.42917
H -0.00609 -2.46477 -1.93432
O -2.51960 1.32989 0.89747
H -1.90434 0.64144 0.70059
H -2.84779 1.58952 0.05996
O -0.90710 1.14146 -2.03946
H -0.37786 1.49657 -2.75421
H -1.44071 0.43590 -2.46701
O 1.88133 -0.43833 -1.59678
H 1.26007 -0.97125 -2.08577
H 2.70110 -0.34060 -2.10582
O 3.40662 0.43719 0.82784
H 3.34160 1.27463 0.30681
H 2.53758 0.20587 1.10375
O -1.05747 -0.33085 4.09278
H -0.49589 -0.24135 3.29397
H -0.58794 0.32229 4.69693
O 0.96936 -0.15055 2.14233
H 0.77848 0.80602 2.20584
H 1.22029 -0.42288 3.02923
O -0.68760 -0.46028 0.09093
H -0.65474 0.11781 -0.68858
H -0.05639 -0.14732 0.70377
O 0.62256 2.30483 0.93510
H 0.20176 2.84940 1.62406
H 1.55803 2.44705 1.05849
O -3.50033 -2.21339 -0.24984
H -3.89162 -2.92678 0.27378
H -2.80524 -1.88313 0.34750
O 2.08033 -2.30956 0.37333
H 2.15796 -1.65260 -0.32115
H 2.93706 -2.80611 0.38579
O -3.49299 2.02171 -1.61394
H -3.42715 2.94824 -1.68682
H -2.69365 1.66563 -1.93112
O 0.65769 -2.95638 2.70613
H 0.39313 -3.77284 2.30655
H 0.92347 -2.38440 1.91724
O 1.63400 2.41375 -2.18166
H 1.51958 1.56679 -1.76073
H 2.55587 2.51684 -2.36628
*
```

(6)
Formula: H32O16
Source: the Open Molecules 2025 dataset
Level of theory: wB97M-V/def2-TZVPD

Summary:
Energy relative to the best compared isomer or geometry (same formula, charge and spin) (kcal/mol): 80.0
Frontier orbital gap (Ha): 0.351
HOMO (Eh): -0.3642
LUMO energy (eV): -0.353
Calculated total energy (a.u.): -1223.07129

Geometry as ORCA input:
```
! RIJCOSX wB97M-V def2-TZVPD def2/J DEFGRID3
* xyz 0 1
O -0.00700 -0.24577 0.02490
H -0.29100 0.35423 -0.66110
H 0.87800 -0.54377 -0.07010
O 2.26300 -1.50677 -0.09710
H 2.16200 -1.57577 0.86690
H 3.04800 -0.98777 -0.26610
O -2.94100 1.24123 0.16190
H -2.22600 1.81323 0.47190
H -2.84100 0.48223 0.74290
O -2.23100 -1.44377 -1.51210
H -1.78400 -1.01577 -0.78410
H -3.05500 -1.00377 -1.65210
O 1.95900 0.14623 -2.42810
H 2.05900 0.83123 -1.75210
H 2.53500 0.43523 -3.11910
O -0.72000 -2.60577 1.73190
H -0.50500 -3.19477 1.02090
H -0.96500 -3.13677 2.46490
O 0.10200 -1.83377 -3.28510
H 0.84900 -1.29677 -2.98710
H -0.60300 -1.72577 -2.67410
O 0.17600 3.48423 -2.59310
H -0.15200 2.65023 -2.22410
H 0.34400 4.11323 -1.85510
O 1.75400 2.06123 -0.47810
H 0.86000 2.42623 -0.36310
H 1.80900 1.62023 0.38890
O -0.57600 0.95223 2.38290
H 0.22300 1.43823 2.62190
H -0.33600 0.43123 1.64590
O -2.85100 -0.96177 1.66990
H -3.03500 -0.51977 2.50690
H -2.00900 -1.41577 1.76290
O -1.14600 1.21623 -2.09010
H -1.87500 1.17823 -1.46610
H -1.52300 0.75723 -2.88610
O 0.39100 -3.69277 -0.48210
H 0.83100 -2.84877 -0.71910
H 1.08500 -4.30577 -0.30210
O 2.44100 1.04623 1.91190
H 2.67000 1.44923 2.74390
H 2.87400 0.16423 1.86490
O -0.79300 3.06223 0.36590
H -1.01300 3.08023 1.33290
H -1.35800 3.70223 -0.07510
O 1.54100 -1.58477 2.68690
H 0.72000 -1.94277 2.36290
H 1.26200 -0.74777 3.08790
*
```